17
Properties=species:S:1:pos:R:3:forces:R:3:nbo_charge:R:1 method="wB97M-V/def2-TZVPD" e_lumo_ev="0.68 / 0.68" multiplicity=1 homo_lumo_gap_ev="7.5660 / 7.5708" e_tot_ha=-272.44158
C -0.3862 1.5253 1.0718 2.1 1.7 -0.3 -0.614
C 0.5557 0.7631 -0.1980 -2.1 -0.5 2.3 0.046
C 1.4843 -0.4036 0.1773 0.4 0.4 0.3 -0.472
C 0.8062 -1.2017 -0.9041 -0.1 -0.4 -0.4 -0.213
C -0.6842 -1.0170 -0.7731 -0.6 -0.4 -0.2 -0.271
C -1.1801 -0.3235 0.4655 0.8 -0.8 -1.1 -0.261
C 0.1197 0.0403 -1.4442 -0.6 -0.2 -0.6 -0.311
H -1.0048 1.3268 1.9639 -0.2 -1.1 -0.5 0.182
H 0.5626 1.8440 1.5124 -0.4 0.6 0.5 0.215
H -0.8515 2.3851 0.5981 0.1 0.1 -0.1 0.217
H 1.5187 -0.7865 1.2049 -0.2 0.1 -0.2 0.201
H 2.5045 -0.1108 -0.1079 -0.1 -0.1 0.0 0.221
H 1.2070 -2.0341 -1.4788 -0.1 0.2 0.1 0.220
H -1.3158 -1.7141 -1.3280 0.2 0.0 0.1 0.211
H -1.1900 -0.8945 1.4015 0.2 0.3 -0.1 0.193
H -2.1400 0.1662 0.2834 0.4 0.3 0.1 0.206
H -0.0060 0.4351 -2.4447 0.1 -0.1 0.1 0.229